ORCA calculation (ωB97M-V with the def2-TZVPD basis set) on a molecular structure, C33H29Cl3IrN6O6S3.

Each line ends with the Löwdin charge.
Element x y z (Å)
Ir: -0.66 2.19 -1.13  1.241
Cl: 3.79 -8.43 2.30  0.666
Cl: 3.89 -4.38 -1.21  0.735
Cl: 4.83 -0.55 -0.30  0.676
S: -3.56 0.88 -0.63  0.578
S: -0.29 2.05 1.30  0.630
S: 6.35 -2.15 1.73  0.983
O: -2.72 -0.19 -0.14  -0.355
O: -0.64 2.16 -3.28  -0.172
O: -1.08 4.34 -1.13  -0.130
O: -2.85 5.73 -1.06  0.018
O: -4.36 0.58 -1.79  -0.324
O: 1.52 -2.16 1.68  -0.101
N: 1.29 2.54 -1.17  -0.212
N: 1.95 2.81 0.00  -0.021
N: -2.64 2.20 -0.84  -0.423
N: -0.10 0.02 -1.50  -0.017
N: 2.00 3.02 2.26  0.048
N: 0.18 -2.08 -0.97  -0.051
C: 2.45 -1.09 1.84  -0.147
C: 0.31 -1.99 -2.34  -0.037
C: 1.23 2.31 -6.33  -0.104
C: 0.12 -0.68 -2.65  -0.078
C: -4.26 1.44 1.97  -0.057
C: 2.01 2.84 -2.22  -0.073
C: 3.29 -5.05 0.27  -0.577
C: -7.46 2.50 3.72  -0.060
C: -5.16 1.82 2.96  -0.038
C: -2.32 4.63 -0.94  -0.645
C: 0.21 2.10 -5.44  -0.029
C: -4.71 1.32 0.67  -0.288
C: 4.26 -2.36 3.19  -0.141
C: -6.03 1.58 0.34  -0.055
C: 0.48 -3.23 -0.16  -0.043
C: 3.85 -1.59 2.06  -0.323
C: -6.49 2.09 2.65  -0.281
C: -3.19 3.46 -0.41  -0.214
C: 2.37 -4.34 1.04  -0.189
C: -6.92 1.96 1.33  -0.041
C: 2.35 -6.17 2.63  -0.093
C: 5.56 -2.73 3.15  -0.405
C: 0.37 2.32 -4.04  -0.381
C: 3.26 -6.85 1.83  -0.670
C: 2.48 2.76 -5.88  -0.132
C: 1.80 -3.01 0.59  -0.308
C: -0.06 -0.84 -0.51  -0.181
C: 1.68 2.71 -3.58  -0.146
C: 3.74 -6.30 0.66  -0.128
C: 2.68 2.96 -4.54  -0.065
C: 4.88 -1.41 1.18  -0.968
C: 1.33 2.66 1.12  -0.867
C: 1.92 -4.92 2.22  -0.011
H: 1.99 -6.61 3.55  0.106
H: 4.45 -6.84 0.05  0.105
H: 2.10 -0.54 2.71  0.137
H: -4.82 1.93 3.98  0.107
H: -8.32 1.83 3.72  0.076
H: -0.31 -3.38 0.58  0.149
H: -0.21 -0.61 0.53  0.093
H: -7.00 2.47 4.71  0.069
H: 2.50 -2.53 -0.10  0.109
H: -3.23 1.22 2.20  0.101
H: 2.42 -0.43 0.97  0.104
H: 2.99 3.16 2.16  0.083
H: 1.66 2.62 3.12  0.060
H: 3.64 3.32 -4.19  0.103
H: -3.14 3.58 0.68  0.108
H: -0.77 1.78 -5.77  0.112
H: -6.34 1.46 -0.69  0.111
H: 1.22 -4.35 2.83  0.128
H: 6.12 -3.31 3.86  0.063
H: -7.95 2.16 1.08  0.111
H: 3.00 3.21 -1.96  0.120
H: -4.23 3.59 -0.71  0.119
H: 3.58 -2.62 3.99  0.120
H: 1.07 2.13 -7.39  0.094
H: 3.27 2.95 -6.59  0.086
H: -7.83 3.51 3.54  0.079
H: 0.55 -4.11 -0.80  0.137
H: 0.51 -2.85 -2.96  0.115
H: 0.13 -0.20 -3.62  0.102

## Properties
- net charge = -1
- energy above the lowest of the compared OMol25 structures with the same formula, charge and spin (eV) = 0.105
- energy (Eh) = -4734.53168
- max |F| (eV/A) = 2.8
- 2S+1 = 1

---

ORCA calculation (ωB97M-V with the def2-TZVPD basis set) on a molecular structure, C33H29N6O5RuS.

Each line ends with the Löwdin spin population.
Element x y z (Å)
Ru: 0.08 -0.72 -0.12  0.794
S: 1.83 -0.12 -1.53  0.014
O: -0.06 -2.49 -1.29  -0.003
O: -0.58 -0.13 3.09  0.014
O: -2.50 3.95 -0.12  0.001
O: -2.03 -3.51 0.36  0.011
O: -1.22 0.14 -1.38  0.045
N: 0.80 -1.87 -3.38  0.001
N: 1.64 -0.78 1.22  0.008
N: -0.87 1.95 0.04  -0.002
N: 0.05 1.11 0.60  -0.017
N: -1.05 -1.62 1.35  0.037
N: 2.69 -0.76 -3.92  0.007
C: -4.55 3.43 -3.05  0.000
C: 3.40 -1.75 2.49  0.010
C: -3.09 1.55 -2.84  0.000
C: 2.85 0.56 2.79  0.007
C: -2.98 -3.07 5.35  0.002
C: -3.41 -4.11 4.52  0.002
C: 3.63 -0.53 3.12  -0.001
C: -4.01 3.99 -1.91  0.000
C: -2.99 3.34 -1.21  0.000
C: -3.08 -4.68 -4.60  0.000
C: -2.21 -2.03 4.85  0.001
C: 3.75 0.22 -3.72  0.000
C: -1.89 -4.38 -5.25  0.000
C: -0.05 -2.47 -2.55  0.001
C: 2.40 -1.83 1.53  -0.002
C: -4.09 2.20 -3.53  0.000
C: 3.37 1.63 -4.15  0.001
C: -2.29 -3.58 -2.62  0.000
C: -2.32 -3.09 2.69  0.002
C: -3.08 -4.14 3.17  0.001
C: 1.85 0.40 1.85  0.001
C: -0.90 -3.67 -4.58  0.000
C: 1.73 -1.00 -3.00  0.005
C: 0.95 1.48 1.43  0.038
C: -1.10 -3.27 -3.26  0.000
C: -1.90 -2.07 3.50  0.002
C: -1.10 -1.14 2.66  0.007
C: -1.49 1.34 -0.97  0.001
C: 1.63 -0.86 -6.19  0.000
C: -3.28 -4.28 -3.29  0.000
C: -2.53 2.10 -1.67  0.001
C: -1.80 -2.82 1.31  0.006
C: 2.64 -1.45 -5.21  0.001
H: -3.26 -3.09 6.39  0.000
H: 3.65 -1.39 -5.63  0.000
H: -5.34 3.95 -3.58  0.000
H: -1.75 3.42 0.21  0.000
H: 4.04 0.21 -2.67  0.000
H: 1.01 2.49 1.81  0.001
H: 1.64 -1.43 -7.12  0.000
H: 2.48 1.96 -3.61  0.001
H: 4.41 -0.44 3.86  0.000
H: -3.85 -5.24 -5.12  0.000
H: 1.86 0.17 -6.43  0.000
H: 0.63 -0.91 -5.76  0.000
H: -4.20 -4.51 -2.78  0.000
H: -3.41 -4.94 2.51  0.000
H: 3.99 -2.62 2.72  0.001
H: -1.88 -1.21 5.47  0.000
H: -2.72 0.59 -3.17  0.000
H: 4.62 -0.13 -4.28  0.000
H: 2.19 -2.74 0.99  0.000
H: 3.16 1.67 -5.22  0.000
H: 2.99 1.52 3.27  0.000
H: -4.50 1.77 -4.42  0.000
H: -4.36 4.94 -1.53  0.000
H: -2.42 -3.28 -1.59  0.000
H: 0.02 -3.41 -5.08  0.000
H: -1.73 -4.70 -6.27  0.000
H: 2.42 -2.50 -5.03  0.000
H: 4.18 2.32 -3.94  0.000
H: -4.01 -4.91 4.94  0.000

## Properties
- ⟨S²⟩ = 0.76
- net charge = 0
- energy above the lowest of the compared OMol25 structures with the same formula, charge and spin (eV) = 0.000
- energy (Eh) = -2472.86489
- max |F| (eV/A) = 0.7
- 2S+1 = 2

---

ORCA calculation (ωB97M-V with the def2-TZVPD basis set) on a molecular structure, C33H29NO5P2PtS.

Each line ends with the Löwdin charge.
Element x y z (Å)
Pt: -0.30 2.39 -0.68  0.954
S: -0.68 -4.73 1.36  0.811
P: 1.21 0.76 -0.38  0.854
P: -1.35 0.46 -0.79  0.786
O: -1.52 3.15 0.84  -0.197
O: -1.91 4.53 3.48  0.113
O: 0.03 6.78 3.54  0.151
O: 0.82 4.06 -0.32  -0.228
O: 1.72 6.55 1.12  0.116
N: -0.07 -0.35 -0.02  -0.388
C: 0.82 -3.71 1.58  -0.490
C: -0.85 4.16 1.34  -0.313
C: -1.03 0.27 -3.54  -0.119
C: -1.11 -0.36 -4.77  -0.073
C: 1.91 1.36 1.17  -0.372
C: 3.50 -0.85 -0.41  -0.078
C: -0.08 5.96 2.68  -0.240
C: 0.02 -1.80 0.15  -0.264
C: -0.56 -5.15 -0.39  -0.416
C: 2.86 2.57 3.48  -0.063
C: 2.43 -0.34 -1.14  -0.331
C: -2.19 -1.57 -2.52  -0.093
C: 1.76 1.73 3.54  -0.060
C: -5.22 -0.18 1.55  -0.065
C: -1.57 -0.33 -2.41  -0.336
C: -5.28 0.00 0.17  -0.067
C: 0.82 5.82 1.43  -0.285
C: 1.29 1.12 2.39  -0.085
C: -2.26 -2.21 -3.75  -0.068
C: 3.48 2.82 2.26  -0.059
C: 0.57 -2.21 1.50  -0.254
C: -2.88 0.17 0.11  -0.332
C: -2.83 0.03 1.49  -0.069
C: -1.11 4.83 2.61  -0.287
C: -4.11 0.17 -0.55  -0.082
C: 4.17 -2.16 -2.31  -0.072
C: 3.12 -1.63 -3.05  -0.067
C: -4.00 -0.16 2.21  -0.056
C: 0.32 4.62 0.75  -0.314
C: 2.26 -0.72 -2.47  -0.082
C: 3.01 2.22 1.11  -0.095
C: 4.36 -1.77 -0.99  -0.067
C: -1.72 -1.60 -4.88  -0.070
H: -6.23 0.01 -0.34  0.108
H: 1.24 1.57 4.48  0.111
H: -0.70 0.12 -5.65  0.110
H: -1.36 -5.85 -0.60  0.031
H: -0.67 -4.28 -1.04  0.013
H: 0.40 0.50 2.43  0.083
H: 3.23 3.05 4.38  0.109
H: 0.39 -5.65 -0.60  0.038
H: -1.88 0.08 2.01  0.095
H: 1.23 -3.97 2.55  0.072
H: 1.54 -4.02 0.83  0.079
H: 0.63 -2.23 -0.65  0.114
H: -2.64 -2.05 -1.65  0.107
H: -1.78 -2.10 -5.84  0.107
H: 5.19 -2.17 -0.42  0.109
H: -4.15 0.32 -1.62  0.111
H: 2.98 -1.92 -4.08  0.108
H: 1.44 -0.31 -3.05  0.087
H: -6.13 -0.33 2.11  0.108
H: -0.56 1.24 -3.46  0.083
H: 1.51 -1.69 1.69  0.101
H: 3.47 2.45 0.16  0.120
H: -0.13 -1.91 2.29  0.108
H: 4.33 3.49 2.21  0.113
H: -2.75 -3.17 -3.83  0.108
H: 4.85 -2.87 -2.76  0.107
H: -3.96 -0.26 3.28  0.111
H: 3.65 -0.54 0.62  0.106
H: -0.99 -2.20 0.04  0.091

## Properties
- net charge = 0
- energy above the lowest of the compared OMol25 structures with the same formula, charge and spin (eV) = 1.368
- energy (Eh) = -2906.10711
- max |F| (eV/A) = 0.8
- 2S+1 = 1